Entry 1:
The following is a DFT calculation (the ωB97M-V functional and the def2-TZVPD basis) of a 2-piece molecular cluster, C5H14N2O overall.

As for the SMILES: C=CC[C@H](N)CN.O. Its HOMO-LUMO gap is 0.3437 Ha. As for the spin multiplicity: 1. Its LUMO energy is 0.731 eV. The net charge is 0.

Each line ends with the Löwdin charge.
CARTESIAN COORDINATES (ANGSTROEM)
C 1.615 1.823 -1.134  -0.038
C 1.665 0.982 -0.077  -0.271
C 0.716 0.971 1.070  -0.209
C -0.580 0.123 0.743  -0.364
N -1.554 0.270 1.950  0.023
C -0.122 -1.341 0.507  -0.227
N -1.358 -1.980 -0.125  -0.023
H 0.628 2.440 -1.176  0.100
H 2.310 1.578 -1.975  0.065
H 2.498 0.198 0.133  0.128
H 0.949 0.437 2.136  0.156
H 0.517 2.137 1.125  0.139
H -1.020 0.585 -0.124  0.103
H -1.211 0.189 2.895  0.044
H -2.378 -0.289 1.744  0.048
H 0.172 -2.008 1.323  0.110
H 0.750 -1.376 -0.177  0.082
H -1.330 -3.013 -0.111  0.064
H -1.600 -1.583 -1.034  0.035
O -0.516 -0.290 -2.444  -0.093
H 0.473 -0.471 -2.455  0.074
H -0.625 0.621 -2.792  0.055


Entry 2:
The following is a DFT calculation (the ωB97M-V functional and the def2-TZVPD basis) of one molecule with the formula C5H14N2O.

As for the SMILES: CNC[C@H](CO)NC. Its HOMO-LUMO gap is 0.3404 Ha. As for the spin multiplicity: 1. Its LUMO energy is 0.829 eV. The net charge is 0.

Each line ends with the Löwdin charge.
CARTESIAN COORDINATES (ANGSTROEM)
C 0.148 -2.583 1.291  -0.128
N 1.229 -1.568 1.294  -0.115
C 0.758 -0.193 1.279  -0.232
C 0.364 0.426 -0.079  -0.347
C -0.001 1.925 0.248  -0.185
O -1.020 2.424 -0.618  -0.110
N -0.578 -0.384 -0.861  -0.067
C -0.585 0.086 -2.323  -0.083
H 0.217 -3.005 2.310  0.072
H 0.227 -3.308 0.501  0.067
H -0.837 -2.120 1.304  0.057
H 1.835 -1.685 0.490  0.095
H 1.629 0.385 1.654  0.123
H -0.062 0.081 1.951  0.113
H 1.232 0.514 -0.728  0.129
H -0.472 2.086 1.237  0.118
H 0.813 2.615 0.002  0.125
H -1.803 1.900 -0.725  0.062
H -1.503 -0.377 -0.441  0.095
H 0.239 -0.487 -2.723  0.075
H -0.698 1.146 -2.517  0.064
H -1.539 -0.337 -2.650  0.074


Entry 3:
The following is a DFT calculation (the ωB97M-V functional and the def2-TZVPD basis) of one molecule with the formula C5H14N2O.

As for the SMILES: CN(N)CC(C)(C)O. Its HOMO-LUMO gap is 0.3222 Ha. As for the spin multiplicity: 1. Its LUMO energy is 0.822 eV. The net charge is 0.

Each line ends with the Löwdin charge.
CARTESIAN COORDINATES (ANGSTROEM)
C 1.854 0.268 1.032  -0.095
N 0.901 1.018 0.237  -0.303
N 0.248 2.101 0.889  0.034
C 0.339 0.591 -1.066  -0.122
C -0.593 -0.500 -0.595  -0.451
C -1.770 -0.179 0.306  -0.045
C -0.007 -1.873 -0.320  -0.047
O -1.301 -0.814 -2.091  -0.156
H 1.363 -0.195 1.892  0.072
H 2.637 0.939 1.402  0.075
H 2.354 -0.496 0.434  0.081
H -0.059 1.834 1.824  0.071
H 0.899 2.879 1.006  0.076
H 1.122 0.182 -1.708  0.125
H -0.203 1.420 -1.528  0.125
H -2.582 -0.871 0.055  0.091
H -2.151 0.831 0.135  0.081
H -1.535 -0.314 1.364  0.080
H 0.157 -2.070 0.741  0.080
H -0.723 -2.602 -0.724  0.093
H 0.920 -2.050 -0.872  0.084
H -1.870 -0.099 -2.414  0.050


Entry 4:
The following is a DFT calculation (the ωB97M-V functional and the def2-TZVPD basis) of a 2-piece molecular cluster, C5H14N2O overall.

As for the SMILES: C[C@H](N)C/C=C/N.O. Its HOMO-LUMO gap is 0.3363 Ha. As for the spin multiplicity: 1. Its LUMO energy is 1.023 eV. The net charge is 0.

Each line ends with the Löwdin charge.
CARTESIAN COORDINATES (ANGSTROEM)
C 0.287 -1.596 2.539  -0.083
C -0.139 -1.444 1.073  -0.438
N 1.147 -1.291 0.314  0.010
C -0.861 -0.116 0.842  -0.216
C -1.119 0.170 -0.619  -0.128
C -0.730 1.409 -1.003  -0.241
N -1.093 1.907 -2.256  0.036
H -0.552 -1.194 3.119  0.072
H 1.284 -1.204 2.760  0.077
H 0.436 -2.630 2.809  0.057
H -0.692 -2.333 0.721  0.135
H 0.914 -0.797 -0.567  0.048
H 1.434 -2.236 0.035  0.073
H -1.822 -0.075 1.398  0.114
H -0.423 0.788 1.302  0.118
H -1.425 -0.576 -1.350  0.115
H -0.252 2.163 -0.357  0.131
H -1.391 1.211 -2.917  0.088
H -1.070 2.872 -2.515  0.086
O 2.173 1.743 -2.084  -0.065
H 1.217 1.696 -1.945  -0.025
H 2.677 1.535 -1.297  0.033


Entry 5:
The following is a DFT calculation (the ωB97M-V functional and the def2-TZVPD basis) of a 2-piece molecular cluster, C5H14N2O overall.

As for the SMILES: [H]/N=C/C.CCN(C)O. Its HOMO-LUMO gap is 0.3106 Ha. As for the spin multiplicity: 1. Its LUMO energy is 0.628 eV. The net charge is 0.

Each line ends with the Löwdin charge.
CARTESIAN COORDINATES (ANGSTROEM)
H -0.466 -2.545 1.643  0.017
N 0.258 -2.629 0.923  0.028
C 0.674 -1.422 0.597  -0.409
C 1.784 -1.357 -0.427  -0.100
H 0.826 -0.662 1.416  0.107
H 1.600 -2.083 -1.221  0.073
H 2.735 -1.590 0.053  0.076
H 1.847 -0.362 -0.869  0.043
C 0.731 2.142 0.276  -0.115
C -0.628 1.573 0.578  -0.098
N -0.869 -0.093 -0.025  -0.221
C -1.170 -0.271 -1.451  -0.083
O -2.072 -0.558 0.630  -0.075
H 1.026 1.973 -0.763  0.071
H 0.726 3.227 0.443  0.082
H 1.493 1.718 0.936  0.073
H -0.852 1.603 1.644  0.101
H -1.430 2.079 0.041  0.094
H -0.313 0.045 -2.049  0.079
H -2.048 0.313 -1.739  0.080
H -1.374 -1.320 -1.683  0.096
H -2.480 0.219 1.044  0.080


Entry 6:
The following is a DFT calculation (the ωB97M-V functional and the def2-TZVPD basis) of one molecule with the formula C5H14N2O.

As for the SMILES: C[C@@H](CCN)NCO. Its HOMO-LUMO gap is 0.3660 Ha. As for the spin multiplicity: 1. Its LUMO energy is 0.894 eV. The net charge is 0.

Each line ends with the Löwdin charge.
CARTESIAN COORDINATES (ANGSTROEM)
C 0.859 -1.549 1.171  -0.073
C 0.140 -0.488 0.248  -0.468
C 1.155 -0.064 -0.909  -0.154
C 2.352 0.838 -0.386  -0.222
N 1.962 1.916 0.693  -0.047
N -1.136 -0.887 -0.189  -0.045
C -2.078 0.007 -0.691  -0.394
O -3.295 0.034 -0.055  -0.062
H 1.229 -2.582 0.666  0.121
H 1.775 -1.212 1.680  0.055
H 0.136 -1.636 2.057  0.088
H -0.091 0.459 0.897  0.135
H 1.555 -1.065 -1.150  0.099
H 0.449 0.388 -1.626  0.101
H 2.630 1.507 -1.257  0.105
H 3.104 0.147 0.153  0.110
H 0.913 1.820 0.897  0.053
H 2.367 2.802 0.395  0.040
H -0.848 -1.686 -0.831  0.156
H -1.747 1.080 -0.711  0.129
H -2.265 -0.146 -1.794  0.140
H -3.201 0.204 0.940  0.132


Entry 7:
The following is a DFT calculation (the ωB97M-V functional and the def2-TZVPD basis) of C5H14N2O as an isolated structure.

Its HOMO-LUMO gap (alpha / beta) is 0.2626 / 0.2691 Ha. As for the spin multiplicity: 2. Its LUMO energy (alpha / beta) is -5.874 / -5.871 eV. The net charge is +1.

Each line ends with the Mulliken spin population.
CARTESIAN COORDINATES (ANGSTROEM)
N 1.675 1.032 -0.082  0.009
C 2.503 0.044 0.621  0.104
C 2.119 -1.364 0.094  -0.053
N 0.684 -1.617 -0.023  0.937
C -1.430 1.738 0.058  -0.007
C -1.604 0.587 -0.856  0.015
C -2.374 -0.584 -0.342  -0.011
O -3.535 -0.203 0.301  0.001
H 2.219 1.385 -0.864  0.002
H 0.914 0.453 -0.421  -0.001
H 0.554 -2.182 0.823  -0.020
H 3.575 0.182 0.462  -0.002
H 2.325 -0.057 1.698  -0.008
H 2.711 -2.136 0.609  0.000
H 2.578 -1.381 -0.905  0.026
H -3.760 -0.827 1.009  0.000
H -2.145 1.705 0.883  0.000
H -0.437 1.616 0.493  0.007
H -1.574 2.710 -0.424  0.000
H -1.171 0.547 -1.856  0.001
H -1.237 -0.398 -0.123  0.000
H -2.589 -1.249 -1.155  0.000


Entry 8:
The following is a DFT calculation (the ωB97M-V functional and the def2-TZVPD basis) of an isolated ion of composition C5H14N2O and charge +1.

Its HOMO-LUMO gap (alpha / beta) is 0.4089 / 0.2148 Ha. As for the spin multiplicity: 2. Its LUMO energy (alpha / beta) is -2.848 / -8.117 eV. The net charge is +1.

Each line ends with the Mulliken spin population.
CARTESIAN COORDINATES (ANGSTROEM)
C -1.037 0.654 2.201  0.006
N -0.931 0.529 0.734  0.677
C 0.342 0.052 0.171  0.000
C 0.012 -0.262 -1.306  0.022
C -0.786 -1.552 -1.334  0.001
O -0.940 -2.087 -2.636  0.006
C 1.486 1.079 0.287  0.107
N 1.699 1.517 1.673  0.061
H -1.866 -0.001 2.498  0.050
H -0.910 1.711 2.451  0.030
H -0.225 0.053 2.636  0.028
H -1.037 1.492 0.395  -0.012
H 0.565 -0.862 0.752  -0.004
H 0.836 -0.218 -2.014  -0.003
H -0.600 0.591 -1.656  0.002
H -0.439 -2.369 -0.684  0.002
H -1.836 -1.351 -1.065  0.007
H -0.092 -2.403 -2.946  0.000
H 2.409 0.740 -0.181  0.017
H 1.077 2.020 -0.112  0.002
H 2.191 0.788 2.184  -0.002
H 2.286 2.338 1.763  0.005


Entry 9:
The following is a DFT calculation (the ωB97M-V functional and the def2-TZVPD basis) of an isolated ion of composition C5H14N2O and charge +2.

As for the SMILES: C=[NH+]CC[C@H]([NH3+])CO. Its HOMO-LUMO gap is 0.3788 Ha. As for the spin multiplicity: 1. Its LUMO energy is -8.272 eV. The net charge is +2.

Each line ends with the Löwdin charge.
CARTESIAN COORDINATES (ANGSTROEM)
C -0.438 -0.359 3.866  0.228
N 0.213 -0.328 2.779  0.071
C -0.116 0.485 1.602  -0.113
C -0.003 -0.337 0.315  -0.119
C 0.069 0.455 -0.982  -0.221
N -1.264 0.476 -1.700  0.236
C 1.120 -0.169 -1.958  -0.166
O 0.602 -0.321 -3.259  -0.027
H -0.146 -1.022 4.666  0.138
H -1.280 0.275 4.119  0.143
H 0.913 -1.045 2.619  0.186
H -1.108 0.939 1.670  0.149
H 0.556 1.335 1.600  0.146
H 0.853 -1.000 0.330  0.122
H -0.859 -1.017 0.290  0.138
H 0.349 1.487 -0.808  0.158
H -1.688 1.412 -1.756  0.191
H -1.039 0.126 -2.666  0.161
H -1.904 -0.180 -1.266  0.165
H 2.026 0.409 -1.934  0.140
H 1.486 -1.149 -1.638  0.135
H 1.070 0.219 -3.911  0.140


Entry 10:
The following is a DFT calculation (the ωB97M-V functional and the def2-TZVPD basis) of a 2-piece molecular cluster, C5H14N2O2 overall.

Its HOMO-LUMO gap (alpha / beta) is 0.0960 / 0.3112 Ha. As for the spin multiplicity: 2. Its LUMO energy (alpha / beta) is 3.965 / 3.716 eV. The net charge is -1.

Each line ends with the Mulliken spin population.
CARTESIAN COORDINATES (ANGSTROEM)
O -1.262 -1.309 1.753  0.176
C -1.268 -0.376 0.932  0.438
N -0.988 -0.695 -0.358  -0.036
C -0.643 0.286 -1.374  0.252
C 0.799 0.812 -1.236  0.209
C 1.871 -0.276 -1.177  0.207
N 2.164 -0.856 -2.521  0.190
C -1.643 1.015 1.349  0.091
H -0.670 -1.675 -0.553  -0.030
H -1.354 1.178 -1.353  -0.056
H -0.724 -0.232 -2.362  -0.016
H 1.006 1.567 -2.087  -0.155
H 0.812 1.408 -0.238  0.004
H 2.870 0.114 -0.800  -0.172
H 1.620 -1.147 -0.496  0.040
H 1.400 -1.398 -2.873  -0.057
H 2.487 -0.218 -3.213  -0.095
H -0.972 1.358 2.169  0.051
H -2.670 0.980 1.799  0.033
H -1.652 1.752 0.604  -0.062
H -0.348 -1.089 4.693  -0.027
H -0.616 -0.772 3.251  0.030
O -0.219 -0.426 4.093  -0.015


Entry 11:
The following is a DFT calculation (the ωB97M-V functional and the def2-TZVPD basis) of a 2-piece molecular cluster, C5H14N2O2 overall.

As for the SMILES: CC[C@@H](NC)C(N)=O.O. Its HOMO-LUMO gap is 0.3610 Ha. As for the spin multiplicity: 1. Its LUMO energy is 0.812 eV. The net charge is 0.

Each line ends with the Löwdin charge.
CARTESIAN COORDINATES (ANGSTROEM)
C 2.182 0.239 0.614  -0.094
C 0.742 0.313 1.098  -0.212
C -0.276 0.075 -0.053  -0.331
N -1.669 -0.047 0.327  -0.088
C -1.950 -1.266 1.121  -0.127
C -0.235 1.302 -0.973  -0.493
N 0.159 1.105 -2.291  0.184
O -0.442 2.422 -0.566  0.065
H 2.418 1.058 -0.101  0.092
H 2.913 0.426 1.460  0.100
H 2.385 -0.655 0.213  0.008
H 0.547 -0.380 1.941  0.100
H 0.540 1.317 1.565  0.128
H 0.022 -0.844 -0.648  0.145
H -2.027 0.825 0.803  0.141
H -1.417 -1.301 2.070  0.058
H -1.738 -2.181 0.518  0.083
H -3.099 -1.289 1.320  0.110
H 0.315 0.207 -2.702  0.096
H 0.147 1.820 -2.929  0.066
O 1.021 -3.058 0.307  -0.035
H 0.440 -2.337 0.542  -0.028
H 1.729 -2.971 0.932  0.032


Entry 12:
The following is a DFT calculation (the ωB97M-V functional and the def2-TZVPD basis) of C5H14N2O2 as an isolated structure.

Its HOMO-LUMO gap is 0.3765 Ha. As for the spin multiplicity: 1. Its LUMO energy is 0.785 eV. The net charge is 0.

Each line ends with the Löwdin charge.
CARTESIAN COORDINATES (ANGSTROEM)
C 1.411 0.024 1.336  -0.414
C 0.042 -0.667 1.242  -0.270
C 1.255 1.497 1.719  -0.080
C 2.202 -0.129 0.035  -0.080
O -0.775 -0.089 0.255  -0.238
H -0.527 0.084 -1.308  0.142
H 1.960 -0.489 2.135  0.133
H 0.203 -1.738 1.025  0.112
H -0.460 -0.604 2.218  0.119
H 0.665 2.023 0.967  0.074
H 0.743 1.600 2.677  0.077
H 3.202 0.301 0.132  0.076
H 2.305 -1.180 -0.244  0.076
H 1.696 0.388 -0.783  0.066
H 2.228 1.986 1.803  0.074
N -1.288 -0.345 -1.989  -0.028
N -2.159 0.641 -2.558  0.041
C -1.960 -1.105 -0.609  -0.342
O -3.135 -0.903 -0.484  0.017
H -1.020 -1.017 -2.703  0.142
H -2.043 1.476 -1.989  0.091
H -3.106 0.315 -2.360  0.077
H -1.439 -2.070 -0.515  0.135


Summary of calculated total energy in a.u.
-383.56252, -383.58235, -383.56884, -383.61099, -383.49126, -383.56098, -383.18299, -383.29829, -383.01700, -458.84274, -458.89427, -458.80594
(order as listed above)
Summary of energy relative to the best compared isomer or geometry (same formula, charge and spin) in eV
3.760, 3.221, 3.588, 2.441, 5.699, 3.802, 5.242, 2.104, 0.598, 0.037, 1.179, 3.582
(order as listed above)
Summary of strongest force on any atom in eV Å⁻¹
3.96, 3.30, 5.22, 2.57, 4.25, 4.36, 6.91, 4.21, 1.22, 3.61, 4.80, 1.67
(order as listed above)